Entry from the Open Molecules 2025 dataset: a molecular structure, C71H76BaN8OS2 (ωB97M-V/def2-TZVPD).

Structure (XYZ):
```
159
Properties=species:S:1:pos:R:3
Ba -0.874 0.718 0.441
C -6.315 3.351 -0.722
C -5.839 3.921 0.616
C -4.361 3.755 0.751
C -3.378 4.676 0.530
C -3.518 6.130 0.210
C -3.403 6.389 -1.292
C -2.115 3.970 0.696
N -2.351 2.686 1.029
C -3.685 2.514 1.100
C -4.321 1.364 1.554
C -3.733 0.241 2.125
C -4.470 -0.904 2.638
C -5.956 -1.059 2.628
C -6.613 -0.283 3.772
C -3.539 -1.768 3.123
C -2.243 -1.142 2.895
C -1.033 -1.672 3.321
C 0.223 -1.067 3.279
N 0.545 0.019 2.552
C 1.736 0.470 2.989
C 2.374 1.628 2.555
C 1.842 2.663 1.797
N 0.576 2.739 1.337
C 0.373 3.998 0.904
C -0.861 4.558 0.581
C 1.607 4.762 1.006
C 2.527 3.925 1.561
C 3.944 4.232 1.929
C 4.040 4.723 3.377
C 1.797 6.180 0.568
C 1.974 6.267 -0.951
C 2.228 -0.384 4.058
C 1.301 -1.381 4.199
C 1.313 -2.513 5.176
C 0.586 -2.139 6.470
C 3.347 -0.072 5.009
C 4.753 -0.443 4.536
N -2.413 0.057 2.304
C -3.750 -3.127 3.705
C -3.486 -4.204 2.651
H -7.401 3.402 -0.812
H -6.002 2.314 -0.818
H -5.870 3.904 -1.546
H -6.348 3.400 1.433
H -6.109 4.981 0.679
H -2.739 6.694 0.734
H -4.487 6.497 0.565
H -2.469 5.981 -1.671
H -3.444 7.457 -1.515
H -4.221 5.896 -1.811
H -5.402 1.364 1.502
H -6.214 -2.117 2.711
H -6.349 -0.702 1.673
H -6.265 -0.656 4.734
H -7.699 -0.382 3.735
H -6.354 0.772 3.709
H -1.091 -2.607 3.865
H 3.374 1.789 2.942
H -0.847 5.605 0.301
H 4.345 5.001 1.261
H 4.559 3.336 1.808
H 3.440 5.623 3.507
H 5.073 4.948 3.650
H 3.656 3.961 4.051
H 2.678 6.610 1.056
H 0.932 6.781 0.864
H 2.854 5.703 -1.257
H 2.092 7.304 -1.270
H 1.110 5.838 -1.453
H 2.347 -2.792 5.404
H 0.831 -3.387 4.731
H 1.078 -1.294 6.948
H 0.568 -2.975 7.171
H -0.437 -1.845 6.247
H 3.150 -0.599 5.948
H 3.324 1.001 5.226
H 4.780 -1.484 4.221
H 5.473 -0.303 5.344
H 5.048 0.180 3.697
H -4.778 -3.221 4.066
H -3.083 -3.277 4.561
H -4.145 -4.056 1.799
H -3.653 -5.202 3.060
H -2.465 -4.131 2.286
C 2.111 -3.513 -6.380
C 0.726 -3.176 -6.852
C 0.223 -3.713 -8.023
C -1.062 -3.423 -8.456
C -1.863 -2.590 -7.693
C -1.383 -2.040 -6.522
C -0.081 -2.306 -6.093
N 0.448 -1.731 -4.959
C -0.276 -0.891 -4.041
N -0.602 0.290 -4.591
C -1.422 1.347 -4.121
C -1.627 1.590 -2.757
C -2.524 2.629 -2.488
C -3.126 3.397 -3.472
C -2.826 3.173 -4.801
C -1.978 2.135 -5.147
C -1.700 1.896 -6.613
N -0.489 -1.247 -2.846
C -0.058 -2.445 -2.325
C -0.986 -3.442 -2.026
C -0.587 -4.625 -1.437
C 0.753 -4.845 -1.165
C 1.682 -3.863 -1.468
C 1.306 -2.662 -2.048
C 2.319 -1.589 -2.330
H 2.615 -4.160 -7.095
H 2.073 -4.032 -5.420
H 2.705 -2.608 -6.247
H 0.851 -4.374 -8.610
H -1.437 -3.859 -9.371
H -2.877 -2.377 -8.004
H -2.022 -1.428 -5.904
H 1.112 -2.321 -4.476
H -0.363 0.360 -5.569
H -2.769 2.851 -1.463
H -3.827 4.181 -3.211
H -3.262 3.796 -5.577
H -2.236 2.631 -7.212
H -2.031 0.907 -6.935
H -0.637 1.992 -6.852
H -2.026 -3.260 -2.244
H -1.328 -5.376 -1.197
H 1.086 -5.770 -0.711
H 2.728 -4.045 -1.250
H 2.556 -1.077 -1.398
H 1.930 -0.830 -3.004
H 3.240 -2.003 -2.751
S -4.548 -2.856 -0.588
C -3.268 -1.917 -0.346
N -2.321 -1.256 -0.183
O 3.133 -0.604 0.494
S 4.021 -1.092 1.546
C 5.543 -1.599 0.667
C 5.430 -2.279 -0.541
C 6.554 -2.602 -1.270
C 7.816 -2.249 -0.802
C 7.928 -1.565 0.405
C 6.803 -1.235 1.135
C 3.486 -2.811 1.879
C 4.362 -3.736 2.424
C 3.921 -5.024 2.675
C 2.609 -5.373 2.393
C 1.735 -4.437 1.867
C 2.173 -3.149 1.606
H 4.444 -2.532 -0.893
H 6.455 -3.120 -2.214
H 8.703 -2.494 -1.372
H 8.909 -1.285 0.765
H 6.900 -0.691 2.064
H 5.391 -3.464 2.630
H 4.600 -5.760 3.088
H 2.274 -6.388 2.566
H 0.716 -4.712 1.646
H 1.509 -2.412 1.179
```

* charge: -2
* relative energy (zero: lowest compared OMol25 entry of this formula, charge and spin): 1.0462 eV
* energy: -4086.40697 Eh
* HOMO-LUMO gap: 4.597 eV